{"formula": "C16H35FeN4O9P2SSe", "method": "wB97M-V/def2-TZVPD", "largest_force_ev_per_a": 1.03, "energy_ev": -170687.5118, "e_lumo_ev": [-4.141, -7.988], "spin_multiplicity": 6, "charge": 2, "relative_energy_ev": 0.092, "orbital_gap_ev": [9.73, 5.78], "elements": ["Fe", "C", "C", "O", "P", "O", "O", "O", "P", "O", "O", "O", "H", "H", "H", "H", "H", "H", "H", "C", "N", "C", "C", "N", "C", "S", "H", "H", "H", "H", "H", "H", "H", "H", "C", "O", "H", "H", "H", "H", "C", "N", "C", "C", "N", "C", "C", "Se", "H", "H", "H", "H", "H", "H", "H", "H", "C", "C", "C", "O", "C", "H", "H", "H", "H", "H", "H", "H", "H"], "coordinates": [[0.551, 0.271, -0.512], [5.074, 0.455, 0.138], [4.111, -0.705, 0.275], [4.741, -1.931, 0.569], [2.932, -0.513, 1.668], [2.523, -1.958, 2.125], [3.725, 0.033, 2.924], [1.729, 0.306, 1.369], [2.973, -0.857, -1.165], [3.940, -1.564, -2.211], [1.791, -1.722, -0.783], [2.480, 0.492, -1.630], [5.718, 0.521, 1.015], [4.513, 1.381, 0.018], [5.701, 0.321, -0.744], [5.440, -2.101, -0.080], [3.293, -2.535, 2.178], [3.874, 0.979, 2.957], [3.580, -1.722, -3.084], [-3.681, 0.606, -0.410], [-3.297, 1.984, -0.405], [-4.084, 3.020, -1.056], [-3.282, 4.304, -0.771], [-2.108, 3.792, -0.085], [-2.187, 2.477, 0.129], [-1.057, 1.580, 1.030], [-4.768, 0.539, -0.401], [-3.267, 0.130, 0.478], [-3.293, 0.090, -1.291], [-5.092, 3.055, -0.633], [-4.167, 2.813, -2.125], [-3.832, 5.002, -0.136], [-2.992, 4.831, -1.682], [-1.413, 4.382, 0.341], [-1.237, -1.979, -2.729], [-0.771, -1.468, -1.480], [-1.394, -3.058, -2.670], [-0.524, -1.775, -3.530], [-2.189, -1.505, -2.954], [0.040, -1.974, -1.278], [0.390, -4.584, 2.627], [-0.603, -3.864, 3.376], [-1.100, -4.221, 4.591], [-2.025, -3.285, 4.944], [-2.079, -2.367, 3.942], [-2.939, -1.219, 3.886], [-1.210, -2.727, 2.975], [-0.993, -1.895, 1.315], [0.867, -5.318, 3.272], [1.138, -3.890, 2.244], [-0.072, -5.102, 1.784], [-0.779, -5.098, 5.113], [-2.635, -3.222, 5.821], [-3.329, -1.007, 4.878], [-3.771, -1.410, 3.206], [-2.378, -0.357, 3.524], [0.747, 2.047, -4.082], [1.208, 3.370, -3.471], [0.901, 3.176, -1.983], [-0.064, 2.107, -1.881], [-0.455, 1.735, -3.206], [1.511, 1.280, -3.946], [0.479, 2.131, -5.131], [0.633, 4.199, -3.885], [2.262, 3.561, -3.641], [0.467, 4.067, -1.520], [1.790, 2.867, -1.427], [-1.318, 2.346, -3.501], [-0.738, 0.684, -3.192]]}

{"formula": "C16H35N3O7", "method": "wB97M-V/def2-TZVPD", "largest_force_ev_per_a": 1.42, "energy_ev": -35960.6963, "smiles": "NC(N)(N)CC(=O)OCCOCOCCO.C1CCOC1.C1CCOC1", "e_lumo_ev": 0.392, "relative_energy_ev": 0.253, "orbital_gap_ev": 9.72, "elements": ["N", "C", "N", "N", "C", "C", "O", "O", "C", "C", "O", "C", "O", "C", "C", "O", "H", "H", "H", "H", "H", "H", "H", "H", "H", "H", "H", "H", "H", "H", "H", "H", "H", "H", "H", "C", "C", "C", "O", "C", "H", "H", "H", "H", "H", "H", "H", "H", "C", "C", "C", "O", "C", "H", "H", "H", "H", "H", "H", "H", "H"], "coordinates": [[3.612, 1.708, -1.230], [3.057, 2.303, -2.445], [4.072, 2.862, -3.331], [2.210, 3.430, -2.061], [2.301, 1.277, -3.302], [1.232, 0.499, -2.577], [1.025, 0.480, -1.378], [0.448, -0.178, -3.463], [-0.850, -0.509, -2.973], [-1.681, 0.726, -2.633], [-2.448, 0.450, -1.480], [-2.652, 1.506, -0.587], [-3.938, 2.044, -0.653], [-4.321, 2.570, -1.903], [-3.507, 3.753, -2.401], [-3.885, 4.063, -3.738], [4.620, 1.694, -1.272], [3.357, 2.291, -0.446], [4.695, 2.138, -3.657], [4.603, 3.558, -2.826], [1.973, 3.942, -2.900], [1.366, 3.073, -1.630], [2.977, 0.589, -3.809], [1.783, 1.817, -4.092], [-1.328, -1.057, -3.780], [-0.813, -1.181, -2.119], [-1.055, 1.611, -2.524], [-2.359, 0.920, -3.470], [-2.561, 1.107, 0.420], [-1.891, 2.282, -0.710], [-5.356, 2.888, -1.814], [-4.295, 1.786, -2.668], [-3.696, 4.655, -1.827], [-2.432, 3.562, -2.377], [-3.788, 3.272, -4.270], [0.629, -3.556, -0.060], [1.615, -2.444, 0.293], [1.841, -2.698, 1.775], [1.698, -4.108, 1.975], [1.134, -4.704, 0.805], [0.609, -3.805, -1.120], [-0.381, -3.271, 0.244], [2.547, -2.580, -0.260], [1.242, -1.444, 0.086], [1.089, -2.184, 2.382], [2.830, -2.386, 2.114], [1.916, -5.273, 0.290], [0.344, -5.394, 1.102], [-0.330, -1.276, 4.611], [-0.476, -2.690, 5.167], [-0.390, -2.438, 6.666], [-0.938, -1.137, 6.890], [-1.095, -0.458, 5.642], [-0.724, -1.160, 3.602], [0.724, -0.987, 4.602], [-1.457, -3.095, 4.907], [0.284, -3.383, 4.808], [0.650, -2.443, 7.010], [-0.951, -3.166, 7.253], [-2.162, -0.413, 5.399], [-0.720, 0.562, 5.742]]}

{"formula": "C16H35N5OP", "method": "wB97M-V/def2-TZVPD", "largest_force_ev_per_a": 5.35, "energy_ev": -35937.4127, "e_lumo_ev": -2.262, "charge": 1, "orbital_gap_ev": 8.59, "elements": ["C", "C", "C", "C", "N", "N", "C", "N", "C", "N", "C", "C", "C", "C", "N", "C", "P", "C", "C", "H", "H", "H", "H", "H", "H", "H", "H", "H", "H", "H", "H", "H", "H", "H", "H", "H", "H", "H", "H", "H", "H", "H", "H", "H", "H", "H", "H", "H", "C", "C", "O", "C", "H", "H", "H", "H", "H", "H"], "coordinates": [[-3.265, -1.104, 3.280], [-3.316, -1.891, 1.885], [-2.548, -1.080, 0.758], [-1.324, -1.898, 0.112], [-0.156, -1.902, 1.038], [0.899, -1.125, 0.591], [1.467, -1.034, -0.637], [2.494, -0.138, -0.787], [3.230, 0.150, -2.025], [2.504, 1.105, -2.889], [1.270, 0.516, -3.474], [2.631, 0.423, 0.515], [3.701, 1.515, 0.728], [3.035, 2.957, 0.365], [1.594, 2.741, 0.096], [1.670, -0.199, 1.386], [1.565, 0.230, 3.198], [3.357, 0.236, 3.847], [0.762, -1.164, 4.193], [-4.192, -1.332, 3.880], [-2.375, -1.505, 3.832], [-3.186, 0.005, 3.147], [-4.401, -1.909, 1.600], [-2.979, -2.950, 2.009], [-3.285, -0.920, -0.084], [-2.231, -0.071, 1.141], [-1.672, -2.949, -0.089], [-1.141, -1.427, -0.887], [-0.491, -1.416, 1.882], [1.115, -1.651, -1.492], [3.482, -0.812, -2.569], [4.228, 0.622, -1.800], [3.113, 1.280, -3.696], [1.236, 0.808, -4.561], [1.194, -0.600, -3.386], [0.322, 0.939, -3.024], [4.596, 1.426, 0.063], [4.071, 1.613, 1.775], [3.126, 3.687, 1.207], [3.544, 3.420, -0.528], [0.999, 3.397, 0.595], [1.388, 2.706, -0.902], [3.803, 1.259, 3.834], [3.930, -0.501, 3.211], [3.307, -0.119, 4.909], [0.961, -2.149, 3.677], [-0.335, -0.974, 4.305], [1.222, -1.184, 5.221], [-4.788, -0.034, -4.425], [-3.816, -0.262, -3.298], [-3.662, -1.362, -2.809], [-3.039, 0.932, -2.799], [-5.273, -0.976, -4.680], [-5.552, 0.682, -4.118], [-4.257, 0.336, -5.305], [-3.726, 1.690, -2.418], [-2.433, 1.345, -3.607], [-2.378, 0.617, -1.990]]}

{"formula": "C16H36AlBO8S4", "method": "wB97M-V/def2-TZVPD", "largest_force_ev_per_a": 3.11, "energy_ev": -84145.7482, "e_lumo_ev": -11.907, "charge": 2, "orbital_gap_ev": 3.32, "elements": ["Al", "B", "H", "H", "H", "H", "C", "C", "C", "S", "O", "O", "C", "H", "H", "H", "H", "H", "H", "H", "H", "C", "C", "C", "S", "O", "O", "C", "H", "H", "H", "H", "H", "H", "H", "H", "C", "C", "C", "S", "O", "O", "C", "H", "H", "H", "H", "H", "H", "H", "H", "C", "C", "C", "S", "O", "O", "C", "H", "H", "H", "H", "H", "H", "H", "H"], "coordinates": [[-4.017, -1.389, 0.330], [-1.473, -0.166, 1.090], [-1.021, -0.807, 0.172], [-1.999, -0.944, 1.875], [-0.644, 0.584, 1.575], [-2.409, 0.616, 0.754], [-1.234, 4.289, -0.941], [-2.559, 4.894, -1.450], [-3.616, 3.769, -1.589], [-2.838, 2.280, -0.971], [-2.271, 1.543, -2.067], [-3.777, 1.571, -0.092], [-1.518, 3.073, -0.072], [-0.610, 5.029, -0.443], [-0.644, 3.995, -1.813], [-2.333, 5.321, -2.422], [-2.905, 5.669, -0.771], [-3.929, 3.658, -2.624], [-4.497, 4.029, -1.007], [-0.650, 2.469, 0.175], [-1.999, 3.446, 0.841], [4.254, 1.845, 1.729], [2.963, 2.105, 2.559], [1.769, 1.731, 1.714], [2.311, 1.587, -0.064], [1.599, 2.564, -0.855], [2.311, 0.194, -0.439], [3.938, 2.232, 0.296], [4.462, 0.775, 1.843], [5.137, 2.360, 2.099], [3.001, 3.155, 2.845], [3.014, 1.483, 3.450], [1.020, 2.517, 1.658], [1.397, 0.713, 1.823], [3.708, 3.299, 0.415], [4.720, 2.125, -0.448], [0.518, -4.884, 3.319], [0.996, -4.423, 1.943], [0.218, -3.187, 1.496], [-1.306, -3.101, 2.483], [-2.510, -3.281, 1.695], [-1.167, -1.954, 3.361], [-0.981, -4.659, 3.348], [1.012, -4.347, 4.136], [0.796, -5.907, 3.571], [0.868, -5.226, 1.217], [2.043, -4.123, 1.930], [-0.082, -3.221, 0.450], [0.746, -2.248, 1.657], [-1.411, -5.421, 2.687], [-1.516, -4.809, 4.282], [0.760, -0.523, -3.932], [1.472, -1.725, -3.267], [0.547, -2.368, -2.218], [-1.110, -1.957, -2.818], [-2.007, -1.905, -1.661], [-1.426, -2.824, -3.912], [-0.622, -0.339, -3.336], [0.697, -0.753, -5.000], [1.350, 0.390, -4.004], [2.444, -1.447, -2.869], [1.605, -2.531, -3.990], [0.614, -1.750, -1.312], [0.734, -3.414, -2.004], [-0.545, 0.269, -2.434], [-1.398, 0.055, -3.989]]}

{"formula": "C16H36Br3N5O5", "method": "wB97M-V/def2-TZVPD", "largest_force_ev_per_a": 2.48, "energy_ev": -244993.1367, "smiles": "BrC(Br)Br.CNC(C)=O.CNC(C)=O.CNC(C)=O.CNC(C)=O.CNC(C)=O", "e_lumo_ev": -0.136, "orbital_gap_ev": 8.56, "elements": ["Br", "C", "Br", "Br", "H", "C", "N", "C", "C", "O", "H", "H", "H", "H", "H", "H", "H", "C", "N", "C", "C", "O", "H", "H", "H", "H", "H", "H", "H", "C", "N", "C", "C", "O", "H", "H", "H", "H", "H", "H", "H", "C", "N", "C", "C", "O", "H", "H", "H", "H", "H", "H", "H", "C", "N", "C", "C", "O", "H", "H", "H", "H", "H", "H", "H"], "coordinates": [[-2.083, 0.256, 0.098], [-1.326, 1.743, -0.936], [0.602, 2.154, -0.653], [-2.436, 3.345, -0.981], [-1.274, 1.213, -1.881], [-1.312, 2.744, 3.110], [-0.934, 1.834, 4.191], [-0.112, 0.791, 3.974], [0.047, -0.094, 5.213], [0.444, 0.596, 2.920], [-0.588, 2.654, 2.280], [-1.296, 3.785, 3.432], [-2.327, 2.538, 2.819], [-1.324, 1.991, 5.093], [-0.284, -1.083, 4.918], [-0.507, 0.259, 6.087], [1.109, -0.012, 5.421], [3.346, 1.587, -3.389], [4.366, 0.759, -2.751], [5.687, 0.869, -3.049], [6.706, -0.014, -2.310], [6.096, 1.690, -3.834], [2.495, 1.716, -2.710], [3.056, 1.252, -4.409], [3.855, 2.510, -3.680], [4.105, -0.039, -2.165], [6.239, -0.914, -1.872], [7.207, 0.647, -1.582], [7.398, -0.346, -3.083], [0.961, -0.979, -5.524], [-0.242, -1.479, -4.892], [-0.764, -0.861, -3.783], [-2.023, -1.500, -3.260], [-0.232, 0.144, -3.283], [0.955, 0.102, -5.675], [1.023, -1.435, -6.498], [1.864, -1.142, -4.936], [-0.736, -2.232, -5.350], [-2.786, -0.745, -3.057], [-1.812, -1.886, -2.258], [-2.427, -2.307, -3.878], [1.082, -1.382, -0.327], [1.875, -0.689, 0.646], [3.237, -0.687, 0.570], [3.950, 0.129, 1.558], [3.804, -1.250, -0.353], [1.163, -0.961, -1.319], [0.044, -1.349, -0.003], [1.399, -2.423, -0.473], [1.444, -0.285, 1.462], [4.993, -0.217, 1.642], [3.486, 0.163, 2.545], [4.085, 1.156, 1.263], [-4.128, -1.470, 2.642], [-5.550, -1.488, 2.567], [-6.310, -0.403, 3.058], [-7.781, -0.692, 3.147], [-5.849, 0.682, 3.278], [-3.834, -0.429, 2.446], [-3.697, -2.061, 1.849], [-3.645, -1.788, 3.555], [-5.970, -2.398, 2.559], [-7.978, -1.334, 4.011], [-8.290, -1.166, 2.300], [-8.267, 0.233, 3.502]]}

{"formula": "C16H36FN4O5", "method": "wB97M-V/def2-TZVPD", "largest_force_ev_per_a": 0.45, "energy_ev": -36087.4648, "e_lumo_ev": 2.522, "charge": -1, "orbital_gap_ev": 4.72, "elements": ["N", "C", "C", "N", "C", "C", "O", "F", "H", "H", "H", "H", "H", "H", "C", "O", "C", "C", "N", "C", "C", "O", "C", "H", "H", "H", "H", "H", "H", "H", "H", "H", "H", "H", "H", "H", "H", "H", "C", "O", "C", "C", "N", "C", "C", "O", "C", "H", "H", "H", "H", "H", "H", "H", "H", "H", "H", "H", "H", "H", "H", "H"], "coordinates": [[-1.577, -2.334, -0.195], [-1.098, -2.348, -1.364], [0.073, -1.491, -1.833], [-0.120, -0.093, -1.536], [-0.151, 0.709, -2.716], [-1.072, 1.865, -2.434], [-0.964, 2.755, -1.658], [-2.222, 1.842, -3.217], [-1.043, -1.645, 0.344], [-1.598, -2.997, -2.096], [0.251, -1.702, -2.907], [0.945, -1.880, -1.280], [0.826, 1.170, -3.038], [-0.547, 0.189, -3.609], [-4.384, 5.670, -0.266], [-3.460, 5.040, 0.588], [-2.099, 5.140, 0.162], [-1.312, 6.008, 1.119], [-1.738, 7.403, 1.060], [-1.175, 8.257, 2.094], [-1.520, 7.949, 3.548], [-2.881, 8.158, 3.879], [-3.745, 7.068, 3.615], [-5.382, 5.399, 0.078], [-4.294, 6.765, -0.254], [-4.267, 5.328, -1.300], [-2.046, 5.531, -0.857], [-1.674, 4.138, 0.149], [-0.252, 5.949, 0.855], [-1.430, 5.574, 2.122], [-2.747, 7.436, 1.115], [-1.499, 9.283, 1.892], [-0.084, 8.243, 1.995], [-0.950, 8.639, 4.176], [-1.218, 6.933, 3.831], [-3.230, 6.110, 3.725], [-4.177, 7.113, 2.612], [-4.560, 7.115, 4.338], [5.215, -6.882, 1.099], [4.994, -7.047, -0.284], [4.203, -8.175, -0.632], [2.849, -7.762, -1.165], [2.020, -7.190, -0.116], [0.762, -6.609, -0.579], [0.826, -5.410, -1.516], [1.331, -4.239, -0.918], [2.734, -4.100, -0.911], [5.943, -6.082, 1.215], [4.302, -6.606, 1.638], [5.620, -7.795, 1.549], [4.085, -8.839, 0.231], [4.740, -8.723, -1.413], [2.347, -8.652, -1.561], [3.016, -7.076, -2.007], [2.549, -6.475, 0.368], [0.198, -6.300, 0.304], [0.181, -7.400, -1.067], [-0.202, -5.173, -1.804], [1.375, -5.631, -2.442], [3.194, -4.581, -1.781], [3.189, -4.506, 0.000], [2.951, -3.032, -0.945]]}

{"formula": "C16H37As2F12N3O6V", "method": "wB97M-V/def2-TZVPD", "largest_force_ev_per_a": 4.74, "energy_ev": -213925.6476, "e_lumo_ev": [1.648, -1.110], "spin_multiplicity": 3, "charge": -1, "relative_energy_ev": 1.456, "orbital_gap_ev": [8.33, 5.63], "elements": ["O", "V", "O", "As", "F", "F", "F", "F", "F", "F", "As", "F", "F", "F", "F", "F", "F", "C", "C", "C", "C", "N", "H", "H", "H", "H", "H", "H", "H", "C", "O", "C", "C", "N", "C", "C", "O", "C", "H", "H", "H", "H", "H", "H", "H", "H", "H", "H", "H", "H", "H", "H", "H", "C", "O", "C", "C", "N", "C", "C", "O", "C", "H", "H", "H", "H", "H", "H", "H", "H", "H", "H", "H", "H", "H", "H", "H"], "coordinates": [[1.085, -1.829, 0.373], [-0.478, -1.992, 0.611], [-1.259, -0.599, 0.608], [1.088, -4.657, 2.956], [2.383, -4.341, 1.778], [2.051, -3.575, 4.069], [-0.140, -4.845, 4.250], [0.094, -5.698, 1.887], [1.915, -6.160, 3.575], [0.125, -3.206, 2.340], [0.273, 0.963, 4.002], [-1.495, 1.089, 4.248], [0.596, 2.218, 5.211], [2.052, 0.899, 3.679], [0.049, -0.404, 2.854], [0.082, 2.114, 2.667], [0.281, -0.239, 5.396], [6.187, -3.254, -1.420], [4.873, -3.890, -1.756], [3.592, -2.940, -1.840], [3.979, -1.557, -2.104], [4.289, -0.485, -2.377], [5.997, -2.720, -0.489], [6.562, -2.541, -2.155], [6.973, -3.997, -1.285], [4.727, -4.812, -1.194], [4.997, -4.331, -2.746], [3.074, -2.928, -0.881], [2.922, -3.314, -2.614], [-2.455, 3.123, 1.201], [-1.939, 4.141, 0.277], [-0.646, 4.575, 0.797], [0.166, 5.508, -0.097], [-0.564, 6.785, -0.181], [-0.049, 7.638, -1.209], [-0.735, 7.280, -2.560], [-2.112, 7.493, -2.372], [-2.876, 7.226, -3.520], [-2.499, 3.422, 2.248], [-1.966, 2.156, 1.082], [-3.522, 2.994, 1.022], [-0.079, 3.651, 0.908], [-0.624, 4.967, 1.814], [0.269, 5.078, -1.094], [1.133, 5.669, 0.381], [-1.485, 6.572, -0.537], [1.033, 7.584, -1.322], [-0.237, 8.677, -0.937], [-0.516, 6.267, -2.898], [-0.508, 8.040, -3.308], [-2.648, 6.295, -4.038], [-2.697, 8.062, -4.197], [-3.933, 7.412, -3.332], [-2.573, -2.536, 3.309], [-2.412, -2.743, 1.859], [-2.910, -3.922, 1.286], [-2.445, -4.015, -0.161], [-0.978, -4.071, -0.192], [-0.391, -4.252, -1.493], [-0.609, -3.068, -2.506], [-0.586, -1.816, -1.826], [-0.505, -0.715, -2.694], [-1.998, -3.246, 3.903], [-3.622, -2.651, 3.583], [-2.203, -1.558, 3.615], [-3.990, -4.042, 1.209], [-2.608, -4.809, 1.842], [-2.864, -3.327, -0.894], [-2.824, -4.948, -0.578], [-0.745, -4.908, 0.324], [-0.668, -5.227, -1.893], [0.691, -4.237, -1.362], [-1.573, -3.141, -3.010], [0.158, -3.091, -3.280], [0.129, -0.781, -3.577], [-0.326, 0.234, -2.188], [-1.537, -0.715, -3.046]]}